No. 1
The following is a DFT calculation (wB97M-V/def2-TZVPD) of C5H8O in the gas phase.

```
14
C5H8O, DFT wB97M-V/def2-TZVPD
C 0.80 1.83 0.88
C 0.27 0.74 0.29
C 0.79 0.02 -0.95
C 0.04 -1.30 -0.85
C -0.79 -0.15 0.87
H 1.70 2.29 0.56
H 0.42 2.15 1.86
H 1.88 -0.10 -1.01
H 0.51 0.59 -1.89
H -0.22 -1.77 -1.77
H 0.58 -2.05 -0.23
H -1.72 0.33 1.17
H -0.39 -0.69 1.75
O -1.17 -0.96 -0.24
```

Output
ΔE to the lowest compared entry with this formula, charge and spin = 32.5 kcal per mole
HOMO level = -9.4 eV
Frontier orbital gap = 10.5 eV
Net charge = 0
SMILES string = C=C1CCOC1
E_tot = -7360.845 eV

No. 2
The following is a DFT calculation (wB97M-V/def2-TZVPD) of C5H8O in the gas phase.

```
14
C5H8O, DFT wB97M-V/def2-TZVPD
C 0.48 -0.10 -1.63
C 0.36 -1.09 -0.75
C 0.69 -0.96 0.74
C -0.49 -0.11 1.14
C -0.39 1.22 1.05
O -1.38 1.98 0.49
H 0.96 0.84 -1.37
H 0.08 -0.19 -2.64
H -1.55 1.53 -0.35
H -0.22 -1.97 -1.02
H 1.63 -0.43 0.89
H 0.76 -1.94 1.22
H -1.47 -0.56 0.96
H 0.53 1.76 1.25
```

Output
ΔE to the lowest compared entry with this formula, charge and spin = 55.8 kcal per mole
HOMO level = -8.6 eV
Frontier orbital gap = 9.7 eV
Net charge = 0
SMILES string = C=CC/C=C/O
E_tot = -7359.837 eV

No. 3
The following is a DFT calculation (wB97M-V/def2-TZVPD) of a molecular structure, C5H8O.

```
14
C5H8O, DFT wB97M-V/def2-TZVPD
O -2.06 -0.80 -0.34
C -0.90 -0.19 -0.12
C 0.38 -1.34 0.03
C 0.12 -0.15 0.97
C 0.73 1.12 0.37
C -0.28 1.02 -0.81
H -0.96 -1.49 -0.55
H 0.21 -2.28 0.57
H 1.27 -1.32 -0.60
H 0.01 -0.36 2.03
H 0.57 2.01 0.99
H 1.79 1.06 0.11
H -1.00 1.85 -0.84
H 0.12 0.87 -1.82
```

Output
ΔE to the lowest compared entry with this formula, charge and spin = 108.8 kcal per mole
HOMO level = -8.7 eV
Frontier orbital gap = 9.8 eV
Net charge = 0
E_tot = -7357.537 eV

No. 4
The following is a DFT calculation (wB97M-V/def2-TZVPD) of C5H8O in the gas phase.

```
14
C5H8O, DFT wB97M-V/def2-TZVPD
C -0.80 -1.23 -0.77
C -0.10 0.04 -0.25
C -0.89 0.74 0.87
O -0.24 1.89 1.33
C 1.35 -0.14 -0.08
C 2.53 -0.17 -0.35
H -0.22 -2.13 -0.56
H -0.95 -1.17 -1.85
H -1.79 -1.35 -0.30
H -0.03 0.82 -1.02
H -1.82 1.07 0.40
H -1.16 0.05 1.68
H 0.63 1.62 1.66
H 3.50 -0.04 -0.76
```

Output
ΔE to the lowest compared entry with this formula, charge and spin = 58.6 kcal per mole
HOMO level = -9.9 eV
Frontier orbital gap = 10.8 eV
Net charge = 0
SMILES string = C#C[C@@H](C)CO
E_tot = -7359.715 eV

No. 5
The following is a DFT calculation (wB97M-V/def2-TZVPD) of C5H8O in the gas phase.

```
14
C5H8O, DFT wB97M-V/def2-TZVPD
C -0.09 0.74 0.95
C 1.04 0.76 -0.10
C 0.77 -0.44 -0.99
O 0.67 -1.65 -0.25
C -0.53 -1.01 -0.67
C -1.19 -0.23 0.44
H -0.49 1.75 1.12
H 0.29 0.39 1.91
H 1.03 1.68 -0.70
H 2.03 0.68 0.36
H 1.23 -0.52 -1.97
H -1.13 -1.57 -1.39
H -2.06 0.31 0.05
H -1.55 -0.89 1.24
```

Output
ΔE to the lowest compared entry with this formula, charge and spin = 24.6 kcal per mole
HOMO level = -10.0 eV
Frontier orbital gap = 11.2 eV
Net charge = 0
SMILES string = C1C[C@@H]2O[C@@H]2C1
E_tot = -7361.187 eV

No. 6
The following is a DFT calculation (wB97M-V/def2-TZVPD) of C5H8O in the gas phase.

```
14
C5H8O, DFT wB97M-V/def2-TZVPD
C -1.59 -0.62 -0.67
C -0.18 -0.06 -0.59
O -0.22 1.22 0.02
C 1.01 1.40 0.71
C 1.70 0.12 0.99
C 0.78 -0.84 0.33
H -2.23 0.04 -1.26
H -1.58 -1.61 -1.14
H -2.01 -0.70 0.33
H 0.26 0.01 -1.60
H 1.75 1.96 0.10
H 0.85 2.00 1.61
H 0.23 -1.15 1.24
H 1.23 -1.76 -0.07
```

Output
ΔE to the lowest compared entry with this formula, charge and spin = 84.6 kcal per mole
HOMO level = -8.9 eV
Frontier orbital gap = 9.1 eV
Net charge = 0
E_tot = -7358.585 eV